C2HO2Tb | wB97M-V/def2-TZVPD

* <S²>: 15.7796
* DFT total energy: -28608.737 eV
* ΔE to the lowest compared entry with this formula, charge and spin: 0.457 eV
* total charge: +1
* 2S+1: 8
* LUMO (alpha / beta): -0.184 / -0.200 Ha
* F_max: 7.7 eV Å⁻¹

```
6
C2HO2Tb, DFT wB97M-V/def2-TZVPD
O -1.747 0.453 -1.554
C -1.158 0.478 -0.494
C 0.678 -0.567 0.075
O 1.159 -0.450 1.253
H 0.888 -1.524 -0.449
Tb 0.179 1.609 1.169
```

=====

C2HO3Pd | wB97M-V/def2-TZVPD

* <S²>: 3.7628
* DFT total energy: -11678.208 eV
* ΔE to the lowest compared entry with this formula, charge and spin: 2.352 eV
* total charge: +2
* 2S+1: 4
* LUMO (alpha / beta): -0.433 / -0.495 Ha
* F_max: 16.0 eV Å⁻¹

```
7
C2HO3Pd, DFT wB97M-V/def2-TZVPD
O -2.281 0.218 0.292
H -2.426 1.161 0.087
O 0.928 0.696 0.138
O 1.028 -0.657 -0.282
C -1.099 -0.185 0.131
C -0.200 -1.074 -0.140
Pd 2.532 0.547 0.045
```

=====

C2HO3Pt | wB97M-V/def2-TZVPD

* <S²>: 3.7824
* DFT total energy: -11444.767 eV
* ΔE to the lowest compared entry with this formula, charge and spin: 4.322 eV
* total charge: +2
* 2S+1: 4
* LUMO (alpha / beta): -0.460 / -0.519 Ha
* F_max: 5.0 eV Å⁻¹

```
7
C2HO3Pt, DFT wB97M-V/def2-TZVPD
O -2.009 0.113 0.227
H -2.141 1.069 0.084
O 0.875 0.634 0.065
O 1.208 -0.687 -0.378
C -0.828 -0.296 0.065
C 0.032 -1.273 -0.177
Pt 2.864 0.441 0.114
```

=====

C2HO3Rh | wB97M-V/def2-TZVPD

* <S²>: 8.7761
* DFT total energy: -11190.911 eV
* total charge: +3
* 2S+1: 6
* LUMO (alpha / beta): -0.630 / -0.850 Ha
* F_max: 6.5 eV Å⁻¹

```
7
C2HO3Rh, DFT wB97M-V/def2-TZVPD
H -2.417 -0.287 1.247
O -1.489 -0.034 -0.577
O 2.061 0.251 1.327
O 1.491 0.002 -0.851
C -1.586 0.080 0.606
C 2.057 0.128 0.173
Rh -0.118 -0.141 -1.926
```

=====

C2HO3S | wB97M-V/def2-TZVPD

* DFT total energy: -19064.571 eV
* ΔE to the lowest compared entry with this formula, charge and spin: 5.172 eV
* total charge: -1
* LUMO (alpha / beta): 0.146 / 0.146 Ha
* F_max: 5.2 eV Å⁻¹

```
7
C2HO3S, DFT wB97M-V/def2-TZVPD
C -0.679 0.881 0.742
C -0.522 -0.177 -1.232
O -1.238 -1.108 -1.057
O 1.195 -1.130 0.324
O 1.629 1.258 -0.371
S 0.769 0.285 0.335
H -1.154 -0.009 1.260
```

=====

C2HO3S2 | wB97M-V/def2-TZVPD

* DFT total energy: -29900.918 eV
* ΔE to the lowest compared entry with this formula, charge and spin: 4.152 eV
* total charge: -1
* LUMO (alpha / beta): 0.098 / 0.098 Ha
* F_max: 3.0 eV Å⁻¹

```
8
C2HO3S2, DFT wB97M-V/def2-TZVPD
C 0.186 0.553 1.190
C 0.514 -0.104 -0.203
O 1.171 0.599 1.898
O -0.927 1.031 1.194
O -1.624 -0.984 -1.111
S 1.149 0.616 -1.671
S 1.775 -1.182 -0.721
H -2.244 -0.528 -0.577
```

=====

C2HO4 | wB97M-V/def2-TZVPD

* DFT total energy: -10276.838 eV
* ΔE to the lowest compared entry with this formula, charge and spin: 5.532 eV
* total charge: -1
* LUMO: 0.161 Ha
* F_max: 2.4 eV Å⁻¹

```
7
C2HO4, DFT wB97M-V/def2-TZVPD
C -0.599 0.814 1.058
C 0.195 -0.644 -0.448
O -0.827 1.820 0.486
O -0.619 0.176 2.057
O 0.177 -0.324 -1.813
O 1.352 -0.107 -1.057
H 0.321 -1.735 -0.283
```

=====

C2HO4 | wB97M-V/def2-TZVPD

* DFT total energy: -10277.861 eV
* ΔE to the lowest compared entry with this formula, charge and spin: 4.510 eV
* total charge: -1
* SMILES string: O=C([O-])C1OO1
* LUMO: 0.160 Ha
* F_max: 4.7 eV Å⁻¹

```
7
C2HO4, DFT wB97M-V/def2-TZVPD
C -0.142 -1.087 -0.174
C 0.170 0.492 0.155
O -0.624 -1.507 0.860
O 0.144 -1.447 -1.313
O 0.296 1.441 -0.781
O -0.759 1.469 0.205
H 0.916 0.640 1.049
```